No. 1
8 unconnected molecules or ions with the total composition C63H126F6N7O7P at a distorted geometry, computed with wB97M-V/def2-TZVPD.

The multiplicity is 2. As for the expectation value of S²: 0.755. Its total charge is +5. As for the calculated total energy: -4324.0442 Ha.

Geometry as XYZ:
```
210
Properties=species:S:1:pos:R:3:forces:R:3:lowdin_spin:R:1
C 18.1675 -30.9794 -0.5178 -1.739 -1.199 -0.004 0.00
C 17.4077 -32.3234 -0.8528 2.576 -1.034 0.208 0.00
C 18.6236 -33.3732 -0.9550 -1.417 -0.976 0.797 0.00
C 18.1531 -34.8984 -1.0593 1.905 0.000 -0.593 0.00
C 16.9405 -35.3396 -0.2713 -1.340 2.503 -0.642 0.00
C 16.6065 -34.3294 0.9317 -1.909 -1.111 0.204 0.00
N 16.4741 -32.8633 0.2835 -6.881 3.659 0.592 0.00
O 15.2732 -32.1334 0.5355 8.485 -4.865 -1.724 0.00
C 17.6912 -34.4326 2.0329 -0.514 -0.799 0.054 0.00
C 15.1647 -34.7193 1.5158 0.218 1.026 -0.001 0.00
C 16.6948 -32.2333 -2.2118 -0.671 -1.184 0.266 0.00
H 17.3807 -30.2664 -0.2714 0.572 0.482 0.142 0.00
H 18.6579 -30.7331 -1.4596 -0.108 0.304 0.129 0.00
H 18.9141 -31.1841 0.2495 -0.301 0.440 0.217 0.00
H 19.3116 -33.2014 -0.1272 -0.340 -0.218 0.436 0.00
H 19.2417 -33.0444 -1.7904 -0.407 -0.291 -0.459 0.00
H 18.8889 -35.6653 -0.8172 1.011 0.787 0.369 0.00
H 18.0901 -35.1105 -2.1266 -0.810 0.076 -0.076 0.00
H 16.9065 -36.3735 0.0722 0.488 0.257 0.418 0.00
H 16.1454 -35.2955 -1.0156 -0.697 0.096 0.475 0.00
H 17.4419 -33.9996 3.0017 0.192 1.109 -0.436 0.00
H 18.7245 -34.3677 1.6923 -0.178 0.561 0.136 0.00
H 17.6087 -35.4613 2.3837 -0.085 -0.499 -0.542 0.00
H 14.8775 -34.1772 2.4168 0.628 0.160 0.217 0.00
H 15.0327 -35.7710 1.7701 0.746 -0.102 -0.233 0.00
H 14.3160 -34.4714 0.8783 0.422 -0.043 -0.662 0.00
H 15.8568 -31.5372 -2.2468 0.226 0.025 0.002 0.00
H 16.3625 -33.2361 -2.4802 -0.667 -0.087 0.273 0.00
H 17.3924 -32.1053 -3.0395 0.364 0.833 0.424 0.00
C 20.7592 -25.0503 -5.2251 -1.135 1.209 0.349 0.00
C 21.4684 -23.7996 -4.6584 3.377 -0.455 2.559 0.00
C 23.0359 -23.7376 -5.0325 -2.160 1.217 -1.846 0.00
C 23.1580 -23.3410 -6.5493 0.732 1.375 1.595 0.00
C 22.4978 -21.9416 -6.6911 0.788 -0.580 -1.701 0.00
C 20.9977 -21.8631 -6.5518 0.395 1.668 1.111 0.00
N 20.7501 -22.4494 -5.1239 -8.945 -2.187 1.377 0.00
O 19.4543 -22.3092 -4.6292 8.713 -0.449 -2.659 0.00
C 20.2228 -22.6987 -7.5836 0.336 -1.050 0.699 0.00
C 20.6008 -20.3922 -6.6186 -0.407 1.225 0.025 0.00
C 21.5951 -23.8983 -3.0500 -2.186 -0.647 -0.164 0.00
H 19.6990 -24.8958 -5.0242 -0.282 -0.087 -0.504 0.00
H 20.9291 -25.9241 -4.5960 0.723 0.159 -0.069 0.00
H 20.9681 -25.2233 -6.2808 -0.033 -0.050 0.203 0.00
H 23.6021 -24.6390 -4.7983 -0.599 -0.146 0.174 0.00
H 23.3313 -22.9374 -4.3538 0.864 0.090 -0.437 0.00
H 22.8547 -24.1222 -7.2463 -0.274 0.126 0.137 0.00
H 24.2054 -23.1217 -6.7564 0.125 -0.381 -0.093 0.00
H 22.6554 -21.5117 -7.6803 0.105 -0.483 -0.484 0.00
H 23.0853 -21.2049 -6.1431 -0.475 -0.093 0.836 0.00
H 20.0731 -22.1953 -8.5387 0.082 0.474 0.354 0.00
H 19.2731 -22.9991 -7.1412 -0.073 -0.014 -0.325 0.00
H 20.8380 -23.5730 -7.7962 -0.368 -0.190 -0.082 0.00
H 20.9542 -19.9545 -7.5522 0.736 -0.362 -0.042 0.00
H 21.0197 -19.7922 -5.8107 0.213 -0.170 0.026 0.00
H 19.5711 -20.0503 -6.7232 -0.511 -1.026 0.532 0.00
H 22.3533 -24.5955 -2.6931 0.680 0.283 -0.872 0.00
H 20.7294 -24.4300 -2.6552 -0.598 0.274 -0.167 0.00
H 21.6587 -23.0005 -2.4351 0.235 0.390 -0.675 0.00
C 16.0027 -23.9886 -6.4367 0.995 -0.196 -1.463 0.00
C 14.5721 -24.4509 -6.7527 0.757 1.258 0.036 0.00
C 13.8515 -24.5012 -5.4082 -1.307 0.370 0.484 0.00
C 12.3111 -24.4679 -5.4621 0.546 -0.948 -0.702 0.00
C 11.8334 -23.2934 -6.2892 -0.200 0.227 0.544 0.00
C 12.3217 -23.2147 -7.7565 -0.747 0.475 0.753 0.00
N 13.8603 -23.4092 -7.7199 3.468 1.409 -5.732 0.00
O 14.6026 -22.9065 -8.7075 -4.664 -2.817 6.290 0.00
C 11.9268 -21.7683 -8.2337 0.697 -0.746 0.320 0.00
C 11.5754 -24.3248 -8.6192 1.191 0.738 -0.422 0.00
C 14.5400 -25.8086 -7.5189 -0.272 0.740 0.614 0.00
H 16.2361 -22.9470 -6.2162 -0.962 0.133 0.658 0.00
H 16.6728 -24.1038 -7.2886 -0.158 -0.531 -0.368 0.00
H 16.3956 -24.6653 -5.6778 -0.112 0.185 0.242 0.00
H 14.0768 -23.6433 -4.7748 0.597 0.416 -0.325 0.00
H 14.2763 -25.3288 -4.8400 -0.199 -0.385 -0.248 0.00
H 11.8833 -24.4834 -4.4597 0.096 0.313 0.019 0.00
H 11.9067 -25.3687 -5.9237 0.083 -0.236 -0.042 0.00
H 12.0427 -22.3343 -5.8155 0.438 0.050 0.203 0.00
H 10.7438 -23.3117 -6.2676 -0.078 -0.081 -0.537 0.00
H 12.3783 -21.0069 -7.5977 0.698 -0.102 -0.207 0.00
H 10.8861 -21.6098 -7.9511 -0.251 -0.457 -0.653 0.00
H 12.1461 -21.5935 -9.2871 -0.261 0.065 0.152 0.00
H 11.6113 -25.3631 -8.2893 -0.018 0.305 0.571 0.00
H 11.9806 -24.3489 -9.6308 -0.035 0.259 -0.088 0.00
H 10.5565 -23.9411 -8.6708 0.001 -0.236 0.061 0.00
H 14.7645 -25.7200 -8.5818 -0.436 0.182 -0.008 0.00
H 13.5556 -26.2031 -7.2670 0.181 -0.563 -0.640 0.00
H 15.3298 -26.4556 -7.1371 -0.228 0.014 0.391 0.00
C 18.6008 -29.3434 -5.5275 -1.684 1.019 -0.891 0.01
C 18.2289 -28.8967 -6.9594 0.757 1.211 -1.142 0.03
C 19.4551 -29.2466 -7.8375 0.300 -0.137 1.264 0.00
C 19.2315 -29.5785 -9.2805 1.161 -0.156 -0.446 0.00
C 18.2349 -30.6984 -9.4869 -0.375 1.357 1.162 0.00
C 16.8609 -30.2213 -8.8745 1.472 0.685 0.304 0.02
N 17.0752 -29.6071 -7.4760 -4.354 0.701 2.200 0.40
O 15.8718 -29.3391 -6.7363 4.584 -0.983 -2.958 0.50
C 15.9449 -31.3853 -8.5932 -0.362 -0.688 -1.170 0.00
C 16.3456 -29.0840 -9.8238 -0.451 -0.504 0.214 0.02
C 17.9812 -27.3302 -7.1304 0.915 -0.423 0.740 0.02
H 18.6249 -30.4331 -5.5269 0.386 0.049 0.157 0.00
H 17.7684 -28.9935 -4.9169 0.304 -0.143 0.506 0.00
H 19.5238 -28.8197 -5.2786 0.032 -0.387 0.304 0.00
H 19.9610 -30.0542 -7.3084 -0.107 -0.645 -0.290 0.00
H 20.1896 -28.4564 -7.6823 -0.059 0.413 -0.366 0.00
H 20.1532 -30.0221 -9.6570 0.387 0.537 -0.161 0.00
H 19.0536 -28.6541 -9.8300 -0.178 -0.237 -0.283 0.00
H 18.6946 -31.5496 -8.9847 -0.550 -0.323 0.247 0.00
H 18.2111 -30.9450 -10.5483 -0.663 0.027 0.058 0.00
H 16.0386 -31.7783 -7.5808 -0.590 0.724 0.135 0.00
H 16.2414 -32.2736 -9.1510 0.071 0.200 -0.647 0.00
H 14.9607 -31.0970 -8.9624 -0.350 -0.464 0.808 0.00
H 15.5508 -28.4778 -9.3890 -0.155 -0.316 0.286 0.00
H 15.9545 -29.5193 -10.7435 -0.029 -0.159 0.015 0.00
H 17.1091 -28.3704 -10.1335 0.197 -0.276 0.189 0.00
H 18.0126 -27.0598 -8.1858 -0.674 -0.135 -0.092 0.00
H 18.8087 -26.7429 -6.7323 0.630 -0.376 0.236 0.00
H 17.1689 -26.8883 -6.5532 -0.486 -0.617 -0.368 0.00
C 22.8748 -32.0478 -5.1113 -0.883 -0.113 -1.950 0.00
C 23.0692 -32.1406 -3.6788 3.244 0.393 0.731 0.00
C 24.6378 -32.0417 -3.4425 -0.147 0.790 0.737 0.00
C 24.9885 -31.6330 -2.0442 0.070 -2.305 1.013 0.00
C 24.2004 -30.4964 -1.5759 0.014 2.296 0.529 0.00
C 22.5977 -30.4656 -1.6929 3.019 1.874 0.270 0.00
N 22.3334 -30.9197 -3.0518 -8.563 -1.989 -2.005 0.00
O 21.0693 -30.7030 -3.5775 8.186 -0.637 3.109 0.00
C 22.1364 -28.9782 -1.5562 -0.858 -0.502 1.331 0.00
C 22.0634 -31.4343 -0.6262 -1.392 -0.672 0.354 0.00
C 22.6398 -33.4505 -3.0310 -1.300 -0.562 0.366 0.00
H 23.5198 -32.7771 -5.6015 -0.035 0.028 0.015 0.00
H 23.1857 -31.0539 -5.4332 -0.185 -0.072 -0.356 0.00
H 21.8442 -32.2634 -5.3931 0.051 0.158 -0.261 0.00
H 25.1386 -31.2546 -4.0061 -0.568 -0.039 -0.865 0.00
H 25.1598 -32.9704 -3.6727 -0.563 -0.171 -0.342 0.00
H 26.0610 -31.4411 -2.0111 -0.045 0.407 0.074 0.00
H 24.8679 -32.3802 -1.2598 -0.040 -0.876 -0.406 0.00
H 24.6794 -29.6559 -2.0783 -0.807 0.723 -0.157 0.00
H 24.4739 -30.3593 -0.5298 -0.510 0.262 0.161 0.00
H 21.0495 -28.9275 -1.4919 -0.209 0.095 -1.038 0.00
H 22.6079 -28.2354 -2.1997 -0.236 -0.562 -0.567 0.00
H 22.3240 -28.5680 -0.5639 0.805 -0.599 0.363 0.00
H 22.3602 -32.4801 -0.7053 0.567 0.329 -0.240 0.00
H 20.9770 -31.5133 -0.5853 -0.234 0.397 -0.592 0.00
H 22.2867 -31.1126 0.3910 0.653 0.404 -0.274 0.00
H 21.5948 -33.3825 -2.7285 -0.024 -0.121 0.300 0.00
H 23.2712 -33.8285 -2.2269 -0.071 0.568 0.187 0.00
H 22.6370 -34.2791 -3.7392 0.225 0.391 -0.595 0.00
C 19.7970 -27.6491 1.9409 0.595 0.925 0.079 0.00
C 19.2752 -26.2425 2.4331 -1.103 -0.700 0.373 0.00
C 19.5295 -26.0696 3.8922 3.122 -0.009 2.350 0.00
C 21.0192 -25.9074 4.2979 -0.256 1.556 -0.105 0.00
C 21.5615 -24.5437 3.7474 -1.147 -0.746 -1.444 0.00
C 21.3549 -24.5189 2.1107 1.198 1.053 1.473 0.00
N 19.9285 -25.0175 1.7809 -3.444 4.619 -5.113 0.00
O 19.2194 -24.2474 0.8807 4.216 -5.258 6.051 0.00
C 22.3237 -25.4780 1.4279 -0.771 -1.340 -0.685 0.00
C 21.6403 -23.0779 1.5577 -1.093 -0.179 0.616 0.00
C 17.7393 -26.1966 2.4674 -0.545 1.898 -2.791 0.00
H 19.0926 -28.3720 2.3523 -0.145 0.100 -0.342 0.00
H 20.7668 -27.9043 2.3682 -0.022 0.232 0.172 0.00
H 19.9253 -27.7311 0.8616 -0.584 0.068 -0.052 0.00
H 19.2611 -26.9824 4.4240 -0.689 0.006 -0.286 0.00
H 19.0084 -25.2222 4.3375 -0.318 -0.115 -0.246 0.00
H 21.6102 -26.7753 4.0054 0.182 0.218 -0.151 0.00
H 21.0352 -25.8864 5.3876 0.164 0.068 0.032 0.00
H 22.5775 -24.2666 4.0282 0.332 -0.590 -0.567 0.00
H 21.0287 -23.6515 4.0763 -0.640 -0.367 0.386 0.00
H 23.3723 -25.1960 1.5239 -0.301 0.358 -0.016 0.00
H 21.9837 -25.5538 0.3950 0.576 0.374 -0.443 0.00
H 22.2346 -26.5196 1.7361 0.053 0.131 0.579 0.00
H 21.2318 -22.2869 2.1866 -0.833 -0.247 0.118 0.00
H 21.2123 -22.9623 0.5620 0.439 0.055 -0.032 0.00
H 22.6793 -22.7574 1.6349 0.321 -0.968 -0.457 0.00
H 17.2252 -26.8915 3.1314 0.583 -0.052 -0.119 0.00
H 17.3187 -26.1825 1.4619 -0.068 -1.099 -0.313 0.00
H 17.4324 -25.1714 2.6744 0.128 0.075 0.955 0.00
C 15.9899 -20.8960 0.7742 -0.174 0.116 0.030 0.00
C 15.4414 -21.5585 -0.5192 -0.002 -2.448 -1.193 0.00
C 15.3653 -23.1593 -0.4083 -0.957 0.754 0.800 0.00
C 14.3111 -23.9571 -1.2924 -0.665 0.882 1.125 0.00
C 12.9651 -23.1721 -1.5937 2.639 1.410 -0.645 0.00
C 12.7137 -21.8261 -0.7352 -0.959 -1.172 -2.327 0.00
N 14.0103 -21.0016 -0.8071 1.279 8.016 1.063 0.00
O 14.0308 -19.5751 -0.8827 -0.899 -9.681 0.120 0.00
C 12.3547 -22.3483 0.6507 0.317 0.785 2.536 0.00
C 11.5559 -21.1224 -1.5240 0.439 0.493 0.970 0.00
C 16.4365 -21.2962 -1.7304 -1.072 1.277 0.247 0.00
H 15.3101 -20.8894 1.6261 -0.454 -0.111 -0.291 0.00
H 16.3072 -19.8643 0.6220 -0.100 -0.057 -0.276 0.00
H 16.8501 -21.4466 1.1549 0.117 -0.224 -0.471 0.00
H 15.2078 -23.3599 0.6515 -0.461 -0.167 0.048 0.00
H 16.4039 -23.4686 -0.5258 -0.169 -0.272 -0.581 0.00
H 13.9120 -24.8265 -0.7701 0.982 -0.251 0.242 0.00
H 14.7852 -24.2876 -2.2165 -0.159 0.032 0.037 0.00
H 12.0606 -23.7793 -1.5595 0.201 0.136 0.258 0.00
H 13.1438 -22.8571 -2.6217 -0.682 0.278 -0.195 0.00
H 13.1709 -22.5349 1.3487 0.745 -0.355 -0.632 0.00
H 11.7574 -23.2584 0.7051 0.089 -0.022 -0.928 0.00
H 11.8320 -21.6837 1.3386 -0.487 0.800 -0.762 0.00
H 11.8862 -20.8641 -2.5301 -0.038 -0.113 0.037 0.00
H 11.1532 -20.2231 -1.0579 0.415 0.116 0.194 0.00
H 10.6868 -21.7792 -1.5626 0.293 -0.344 -0.090 0.00
H 16.4131 -20.2102 -1.8204 0.713 0.056 -0.237 0.00
H 16.2296 -21.6975 -2.7225 -0.935 -0.290 0.216 0.00
H 17.4263 -21.7143 -1.5472 -0.087 0.351 0.750 0.00
P 17.9172 -26.5873 -2.4775 -0.389 -1.818 -1.632 0.00
F 19.0210 -26.9706 -3.6211 0.039 0.543 0.206 0.00
F 17.6102 -25.2052 -3.2679 -0.161 0.112 0.197 0.00
F 16.7602 -27.3739 -3.3774 1.091 0.415 0.349 0.00
F 16.7347 -26.3326 -1.4301 0.712 0.552 0.798 0.00
F 18.3726 -27.9961 -1.7457 -0.592 0.639 0.269 0.00
F 19.0543 -25.7946 -1.6015 -0.521 -0.224 0.095 0.00
```
Positions in Å, forces in eV/Å.

=====

No. 2
A single C6H9N3O3 molecule at a distorted geometry, computed with wB97M-V/def2-TZVPD.

Its energy above the lowest of the compared OMol25 structures with the same formula, charge and spin is 138.95 kJ/mol. As for the calculated total energy: -623.9758 Ha. The SMILES is COc1nc(OC)nc(OC)n1.

Geometry as XYZ:
```
21
Properties=species:S:1:pos:R:3:forces:R:3:lowdin_charge:R:1
C 3.4138 -1.4991 -1.5738 -1.992 1.528 1.741 0.02
C 1.2680 -0.1998 -1.1216 -2.038 -0.546 0.648 -0.39
C -0.5107 1.1610 -0.7845 1.554 0.088 -0.447 -0.39
C -1.6274 3.0581 0.2836 -1.859 0.626 1.647 -0.09
C -0.3960 -0.7793 0.3557 2.162 0.929 -2.413 -0.42
C -1.8132 -1.7025 1.9754 -4.064 0.201 0.164 -0.10
H 4.0711 -1.4613 -2.4145 0.109 0.026 -0.552 0.07
H 2.8682 -2.4177 -1.4576 0.431 -0.699 0.153 0.08
H 3.9625 -1.1961 -0.6382 -0.726 -0.338 -0.914 0.11
H -2.6688 3.4210 -0.0197 1.646 -0.231 0.113 0.10
H -1.8601 2.4792 1.2262 0.582 -0.426 -1.441 0.09
H -1.0269 3.9096 0.7320 -0.308 -0.803 -1.373 0.10
H -1.4621 -1.4411 2.9311 0.955 0.447 1.215 0.07
H -2.3930 -2.6471 2.1203 0.893 0.395 -0.521 0.11
H -2.6163 -0.9580 1.7140 0.910 -0.459 -0.019 0.10
N 0.5749 0.8695 -1.5460 -0.324 0.932 0.756 0.22
N -1.0768 0.2991 0.0037 -1.906 -0.676 2.233 0.22
N 0.8387 -0.9768 -0.0905 1.700 -0.371 -0.968 0.21
O 2.3119 -0.5177 -1.8784 1.264 0.249 0.094 -0.05
O -1.0252 2.4159 -0.8455 0.704 -0.338 -0.024 -0.04
O -0.8324 -1.8169 1.0281 0.309 -0.538 -0.090 0.00
```
Positions in Å, forces in eV/Å.